# 1
A molecular structure, C22H33N3O4S at a distorted geometry. Source: the OMol25 dataset; level of theory: ωB97M-V with the def2-TZVPD basis set.

Element x y z (Å)
C  -5.865  -1.482  -1.376
C  -4.324  -1.130  -1.170
O  -3.422  -1.828  -1.354
N  -4.204  0.124  -0.728
C  -2.925  0.417  -0.584
C  -1.939  0.117  -1.188
C  -0.681  0.449  -0.752
C  -0.388  1.372  0.078
C  -1.471  1.827  0.879
C  -2.677  1.388  0.657
C  -3.957  2.170  1.431
C  -5.061  2.386  0.258
C  -5.367  0.813  -0.428
H  -5.962  1.317  -1.168
H  -6.035  0.421  0.253
H  -5.903  2.731  0.932
H  -4.496  2.815  -0.321
H  -3.657  2.805  2.060
H  -4.181  1.333  2.049
H  -1.238  2.486  1.936
S  1.240  1.734  0.654
O  1.535  0.873  1.911
O  1.334  3.245  1.152
N  2.142  1.482  -0.431
H  2.300  2.420  -1.425
C  3.512  0.667  -0.473
H  3.698  0.425  0.601
C  4.638  1.404  -1.279
C  5.753  0.313  -0.992
H  5.672  -0.672  -1.451
H  6.685  0.901  -1.682
H  6.071  0.214  -0.181
C  4.955  2.690  -0.729
H  4.043  3.189  -0.827
H  5.692  3.014  -1.343
H  5.293  2.815  0.326
H  4.343  1.282  -2.476
C  3.056  -0.766  -0.647
O  3.369  -1.219  -1.965
N  2.192  -1.285  0.097
H  2.111  -0.976  0.990
C  1.689  -2.699  0.092
C  2.081  -3.635  1.128
C  1.313  -3.297  2.339
C  -0.236  -3.194  1.944
C  -0.326  -2.446  0.804
C  0.401  -2.928  -0.363
H  0.205  -2.334  -1.221
H  0.073  -3.753  -0.767
H  -1.678  -2.386  0.637
H  -0.235  -1.291  1.007
H  -0.680  -2.895  2.839
H  -0.206  -4.233  1.702
H  1.675  -2.210  2.677
H  1.735  -3.857  3.282
H  3.288  -3.395  1.517
H  1.953  -4.705  0.817
H  2.275  -3.169  -0.966
H  0.271  0.366  -1.508
H  -1.917  -0.419  -1.816
H  -5.859  -2.546  -1.991
H  -6.458  -1.513  -0.457
H  -6.318  -0.769  -2.218

As for the net charge: 0. The total energy is -1720.69542 Ha. As for the HOMO energy: -8.680 eV. As for the multiplicity: 1. As for the HOMO-LUMO gap: 8.34 eV. The value obtained for the molar mass is 435.59 g/mol.

---

# 2
A molecular structure, C22H33N5S3W at a distorted geometry. Source: the OMol25 dataset; level of theory: ωB97M-V with the def2-TZVPD basis set.

Element x y z (Å)
W  -0.390  -0.470  -0.396
C  -0.271  2.544  0.578
N  -0.411  1.186  1.204
C  0.799  0.978  2.050
C  0.898  -0.451  2.540
N  0.408  -1.463  1.533
C  -0.514  -2.398  2.306
C  1.399  -2.362  0.896
C  2.661  -2.603  1.406
C  3.493  -3.531  0.788
C  3.044  -4.238  -0.319
C  1.771  -4.004  -0.823
C  0.933  -3.063  -0.230
S  -0.713  -2.799  -0.897
C  -1.654  1.212  2.012
C  -1.759  2.110  3.069
C  -2.956  2.224  3.755
C  -4.049  1.456  3.367
C  -3.935  0.567  2.312
C  -2.726  0.434  1.625
S  -2.570  -0.872  0.447
H  -0.077  3.282  1.355
H  -1.199  2.786  0.079
H  0.553  2.546  -0.132
H  0.778  1.643  2.913
H  1.648  1.298  1.460
H  0.258  -0.558  3.411
H  1.911  -0.659  2.875
H  0.099  -2.880  3.067
H  -0.939  -3.128  1.630
H  -1.304  -1.807  2.758
H  3.014  -2.114  2.304
H  4.476  -3.723  1.201
H  3.677  -4.986  -0.781
H  1.407  -4.561  -1.678
H  -0.925  2.735  3.362
H  -3.036  2.916  4.582
H  -4.990  1.547  3.892
H  -4.782  -0.044  2.019
N  2.072  0.080  -0.444
N  2.950  -0.730  -1.194
C  2.525  -1.180  -2.382
N  3.426  -1.739  -3.185
S  0.910  -1.024  -2.793
H  2.121  1.037  -0.801
H  2.442  0.063  0.500
H  3.937  -0.620  -1.005
H  4.402  -1.813  -2.945
H  3.127  -2.137  -4.061
C  -1.876  1.085  -3.883
C  -1.327  1.845  -2.656
C  -0.131  2.713  -3.067
C  -2.466  2.713  -2.080
C  -0.889  0.816  -1.663
H  -2.138  1.815  -4.651
H  -2.775  0.521  -3.626
H  -1.137  0.404  -4.305
H  -0.473  3.481  -3.764
H  0.638  2.120  -3.564
H  0.312  3.223  -2.210
H  -2.974  3.194  -2.917
H  -2.091  3.502  -1.431
H  -3.202  2.119  -1.536
H  -1.408  -0.240  -1.879

As for the net charge: +2. The total energy is -2392.97284 Ha. As for the HOMO energy: -13.414 eV. As for the multiplicity: 1. As for the HOMO-LUMO gap: 6.15 eV. The value obtained for the molar mass is 647.58 g/mol.

---

# 3
A molecular structure, C22H34BCl2InN13. Source: the OMol25 dataset; level of theory: ωB97M-V with the def2-TZVPD basis set.

Element x y z (Å)
In  0.299  0.376  -0.458
C  -2.967  -0.057  -3.393
C  -1.697  0.327  -2.998
N  -1.459  -0.058  -1.738
N  -2.573  -0.721  -1.309
C  -3.486  -0.720  -2.300
B  -2.578  -1.163  0.152
N  -2.505  0.110  1.043
C  -3.505  0.765  1.660
C  -3.041  1.970  2.138
C  -1.717  2.005  1.735
N  -1.378  0.895  1.060
N  -1.369  -2.095  0.431
C  -1.381  -3.429  0.591
C  -0.087  -3.881  0.754
C  0.684  -2.738  0.644
N  -0.082  -1.650  0.457
N  -3.850  -2.009  0.517
C  -4.418  -2.256  1.666
C  -5.454  -3.244  1.458
C  -5.373  -3.518  0.057
N  -4.435  -2.830  -0.503
H  -3.444  0.113  -4.343
H  -0.952  0.860  -3.564
H  -4.441  -1.193  -2.181
H  -4.506  0.373  1.700
H  -3.591  2.721  2.678
H  -1.031  2.822  1.881
H  -2.297  -3.994  0.566
H  0.240  -4.894  0.915
H  1.757  -2.669  0.705
H  -4.118  -1.802  2.598
H  -6.124  -3.650  2.202
H  -5.971  -4.208  -0.523
Cl  1.137  -1.705  -2.857
C  2.533  -1.768  -3.992
Cl  3.658  -0.443  -3.663
H  2.133  -1.661  -4.994
H  3.034  -2.718  -3.843
N  1.286  -0.113  3.217
C  2.747  0.321  3.084
C  2.841  1.834  2.949
C  2.790  2.374  1.524
N  1.419  2.275  0.926
C  3.798  1.666  0.636
C  3.614  0.156  0.596
N  2.507  -0.229  -0.353
C  3.493  -0.457  1.997
H  0.878  0.322  4.049
H  1.220  -1.125  3.345
H  0.694  0.142  2.424
H  3.160  0.025  4.049
H  3.810  2.121  3.364
H  2.108  2.331  3.593
H  3.059  3.431  1.577
H  1.456  2.823  0.066
H  0.802  2.819  1.525
H  4.800  1.876  1.016
H  3.780  2.080  -0.377
H  4.516  -0.277  0.158
H  2.526  -1.242  -0.464
H  2.830  0.072  -1.276
H  4.519  -0.530  2.368
H  3.157  -1.497  1.955
N  1.456  1.982  -3.082
C  1.232  3.074  -3.824
C  0.268  3.829  -3.179
C  -0.042  3.106  -2.037
N  0.686  1.978  -1.970
H  2.092  1.222  -3.291
H  1.768  3.242  -4.745
H  -0.145  4.770  -3.498
H  -0.768  3.336  -1.270

As for the net charge: +4. The total energy is -2704.62473 Ha. As for the HOMO energy (alpha / beta): -19.849 / -19.848 eV. As for the multiplicity: 2. As for the HOMO-LUMO gap (alpha / beta): 9.73 / 5.66 eV. The value obtained for the molar mass is 677.14 g/mol.

---

# 4
8 unconnected molecules or ions with the total composition C22H34BF4O10 at a distorted geometry. Source: the OMol25 dataset; level of theory: ωB97M-V with the def2-TZVPD basis set.

Element x y z (Å)
B  0.890  1.370  0.793
F  0.953  1.509  2.165
F  1.719  2.323  0.289
F  1.467  0.115  0.479
F  -0.307  1.402  0.314
C  4.473  1.721  -0.701
O  5.870  1.445  -0.395
H  4.034  1.183  -1.585
H  4.640  2.784  -0.676
H  3.808  1.341  -0.041
H  6.116  1.271  0.614
C  -0.976  4.508  1.120
O  -1.827  5.548  1.012
H  0.084  4.838  1.055
H  -1.027  3.861  0.193
H  -1.129  3.796  2.039
H  -1.890  5.749  1.840
C  -2.815  1.471  -2.260
O  -4.037  1.684  -2.910
H  -2.911  0.615  -1.754
H  -2.198  2.230  -1.722
H  -1.890  1.303  -2.908
H  -4.509  2.401  -2.436
C  0.578  2.981  -2.776
O  1.884  3.331  -2.225
H  0.497  3.035  -3.888
H  -0.330  3.781  -2.332
H  0.341  1.994  -2.360
H  1.824  3.057  -1.337
C  0.466  -3.132  -4.471
C  1.515  -2.809  -3.631
C  1.459  -1.875  -2.586
C  0.248  -1.229  -2.508
C  -0.828  -1.506  -3.308
C  -0.732  -2.436  -4.404
O  -1.862  -2.642  -5.259
O  2.560  -1.486  -1.824
H  0.748  -3.797  -5.282
H  2.507  -3.164  -3.948
H  0.396  -0.411  -1.786
H  -1.580  -0.690  -3.137
H  -2.691  -2.106  -4.959
H  2.363  -0.652  -1.327
C  -4.915  0.938  0.805
C  -3.529  0.888  1.142
C  -2.972  -0.067  2.020
C  -3.888  -1.086  2.503
C  -5.212  -1.027  2.318
C  -5.810  -0.055  1.399
O  -7.104  -0.070  1.075
O  -1.649  -0.079  2.274
H  -5.073  1.613  0.080
H  -2.963  1.587  0.672
H  -3.495  -1.826  3.247
H  -5.711  -1.785  2.877
H  -7.555  0.806  1.055
H  -1.043  0.416  1.874
C  4.089  -2.419  3.728
C  3.989  -3.744  4.077
C  3.041  -4.563  3.550
C  2.078  -4.013  2.749
C  2.217  -2.700  2.359
C  3.220  -1.909  2.800
O  3.449  -0.692  2.341
O  2.816  -5.858  3.974
H  4.841  -1.753  4.221
H  4.720  -4.153  4.754
H  1.284  -4.734  2.451
H  1.477  -2.104  1.635
H  2.655  -0.181  2.014
H  3.174  -6.163  4.823

As for the net charge: -1. The total energy is -2035.47457 Ha. As for the HOMO energy: -5.673 eV. As for the multiplicity: 1. As for the HOMO-LUMO gap: 7.86 eV. The value obtained for the molar mass is 545.31 g/mol.